Below is C11H14F18KN4O13S6 as an isolated structure in a non-equilibrium geometry, with properties calculated with ωB97M-V with the def2-TZVPD basis set.

```
67
Properties=species:S:1:pos:R:3:forces:R:3:lowdin_charge:R:1
K -0.777 2.332 0.992 0.0130 0.0999 0.1888 0.885
C 2.923 -3.805 -2.562 -0.6310 -0.4692 0.5615 0.031
N 1.838 -4.565 -3.402 1.1376 1.1489 -1.8730 -0.300
C 1.714 -3.650 -4.658 -0.9436 -0.4816 0.9751 0.029
C 2.431 -5.870 -3.900 0.8595 0.7341 0.2278 -0.009
C 0.495 -4.871 -2.709 1.4727 0.4666 1.9210 -0.082
C -0.490 -3.779 -2.359 -1.5285 -0.9159 -0.3290 -0.282
O -0.054 -2.713 -1.636 1.8106 1.4792 0.2216 -0.013
H 3.157 -4.288 -1.613 -0.7705 -0.2145 0.0932 0.107
H 2.590 -2.781 -2.393 -0.1772 -0.2399 0.0067 0.107
H 3.906 -3.792 -3.034 -0.4483 -0.1125 -0.8500 0.104
H 1.337 -2.675 -4.350 0.0272 -0.0943 0.1484 0.111
H 0.966 -4.115 -5.300 0.2933 0.0290 -0.2226 0.109
H 2.694 -3.519 -5.118 -0.1904 -0.2950 0.0439 0.108
H 3.345 -5.609 -4.432 -0.0899 0.1078 -0.1312 0.099
H 1.778 -6.379 -4.609 -0.1997 0.0254 0.4694 0.111
H 2.788 -6.459 -3.056 -0.6424 -0.2088 0.0233 0.111
H 0.895 -5.237 -1.763 -0.2743 -0.4062 0.1472 0.136
H -0.097 -5.664 -3.166 0.6257 0.0105 -0.5969 0.142
H -1.200 -4.272 -1.694 -0.3114 -0.7936 -0.4633 0.141
H -1.052 -3.521 -3.257 -0.0245 0.4615 -0.2181 0.128
H -0.673 -2.465 -0.946 -0.1076 -0.0546 -0.0257 0.114
C 3.331 5.094 -2.575 -0.9028 -1.1216 -2.0003 -0.680
F 4.607 4.934 -2.854 0.8472 -0.4697 -0.1916 0.144
F 3.218 5.376 -1.318 -0.5121 0.4388 1.2380 0.174
F 2.896 6.103 -3.347 -0.2807 -0.3588 0.4775 0.128
S 2.370 3.399 -2.963 0.8602 0.2457 3.2150 0.674
O 2.913 2.838 -4.171 -0.8695 1.0412 -0.3577 -0.302
O 2.675 2.549 -1.808 -0.7595 1.1852 -0.4182 -0.355
N 0.739 3.998 -2.784 3.7353 -1.1081 0.5385 -0.301
S 0.151 3.665 -4.166 -2.0346 -0.2602 -4.0370 0.516
O 0.649 4.472 -5.281 -0.5381 -0.7003 1.1547 -0.320
O -0.011 2.229 -4.438 -0.0425 1.3822 0.4058 -0.339
C -1.609 4.282 -3.870 1.7464 0.7666 -1.2256 -0.639
F -2.258 4.314 -5.051 0.1533 0.2384 0.7679 0.116
F -2.175 3.371 -3.113 -1.0106 0.3205 1.0030 0.129
F -1.604 5.552 -3.333 -0.5398 -1.8576 -0.3509 0.094
C 3.196 2.393 4.032 -0.6509 1.7245 1.4304 -0.665
F 3.566 3.493 3.340 -1.0507 -0.7925 -0.1769 0.120
F 2.402 1.560 3.368 -0.0236 0.2975 -0.6771 0.120
F 4.312 1.783 4.316 0.7657 -0.9318 0.5206 0.158
S 2.291 2.964 5.669 -1.4452 0.3309 0.2305 0.711
O 2.114 1.812 6.546 0.4065 1.0108 -1.6913 -0.307
O 3.065 4.090 6.168 -0.2779 -1.3974 -0.8420 -0.321
N 0.718 3.510 4.995 3.9522 -3.0366 0.2803 -0.307
S 0.429 4.722 5.888 -2.1492 5.3315 -0.6426 0.495
O 0.411 4.593 7.304 0.3396 -0.7801 1.2591 -0.303
O 1.013 5.987 5.391 -1.1588 -1.7063 0.3967 -0.342
C -1.486 4.800 5.556 1.8120 -1.0678 1.2501 -0.650
F -1.982 3.540 5.781 -0.0133 1.2369 -0.7077 0.082
F -2.099 5.628 6.393 0.0319 0.0298 0.2168 0.129
F -1.729 5.232 4.338 -0.5759 -0.3059 -1.1130 0.122
C -5.907 -1.742 0.683 0.1370 -1.1537 3.3536 -0.577
F -5.159 -1.863 -0.386 0.2007 0.0530 -0.4632 0.135
F -7.119 -1.302 0.357 0.5586 0.2366 0.0662 0.136
F -6.082 -3.007 1.260 0.2780 1.6792 -1.1109 0.052
S -4.932 -0.662 2.129 -0.0791 0.7798 -0.7874 0.662
O -4.725 0.643 1.518 0.1389 -1.1065 -0.2136 -0.350
O -5.703 -0.651 3.360 0.5976 -0.5271 -1.7872 -0.293
N -3.457 -1.477 2.168 -1.9760 1.6388 -2.0028 -0.329
S -3.396 -2.190 3.528 -0.6281 -0.8478 4.7990 0.506
O -3.164 -1.288 4.645 1.0499 -0.5553 -1.1054 -0.299
O -4.489 -3.085 3.802 0.3366 -0.9889 -0.6895 -0.317
C -1.879 -3.327 3.413 -1.3679 1.9989 2.6016 -0.595
F -2.098 -4.250 2.463 1.4301 0.3790 0.7380 0.118
F -0.791 -2.538 3.326 0.1842 -0.9444 -1.6482 0.099
F -1.728 -3.846 4.686 -0.5755 -0.6045 -2.0214 0.085
```
Positions in Å, forces in eV/Å.

* M: 983.71 Da
* HOMO energy: -6.396 eV
* net charge: -1
* relative energy (zero: lowest compared OMol25 entry of this formula, charge and spin): 2.5871 eV
* gap between HOMO and LUMO: 0.23333 Ha